The following is a DFT calculation (ωB97M-V/def2-TZVPD) of a cluster of 2 separate species, C27H33FIN3O4S2 in total in a non-equilibrium geometry.

```
71
C27H33FIN3O4S2, DFT ωB97M-V/def2-TZVPD
C 1.013 -1.120 2.200
C 1.664 -2.159 1.061
N 2.530 -1.450 0.046
C 1.649 -0.923 -1.061
C 2.163 0.551 -1.663
C 0.998 1.694 -1.295
C -0.297 1.617 -2.084
F -0.531 0.621 -3.161
C -1.500 2.713 -1.700
O -2.293 3.258 -2.631
C -1.586 3.074 -0.069
C -3.009 3.314 0.709
C -4.498 3.207 -0.036
C -5.247 1.914 0.714
C -6.503 1.301 -0.142
S -8.063 1.592 0.895
C -9.084 0.015 0.752
S -8.418 -1.437 1.377
N -10.436 0.048 0.075
C -10.744 0.242 -1.394
C -12.400 0.220 -1.389
N -12.913 -0.021 0.023
C -11.686 -0.131 0.929
C -2.991 3.685 2.328
C -1.548 3.764 3.165
C -0.084 3.479 2.412
I 1.804 3.530 3.569
C -0.159 3.157 0.799
C 1.217 2.842 -0.098
O 2.395 3.436 0.121
C 3.687 -2.283 -0.443
C 3.836 -3.039 -1.887
O 4.709 -2.470 0.439
H 0.024 -1.616 2.648
H 1.767 -0.936 3.077
H 0.646 -0.117 1.676
H 2.261 -2.988 1.630
H 0.789 -2.687 0.451
H 0.598 -0.674 -0.550
H 1.405 -1.686 -1.916
H 2.400 0.505 -2.810
H 3.131 0.863 -1.042
H -5.110 4.212 0.158
H -4.429 2.932 -1.171
H -5.670 2.300 1.738
H -4.413 1.090 0.819
H -6.603 1.702 -1.236
H -6.349 0.117 -0.179
H -10.022 0.380 -2.317
H -13.029 0.371 -2.365
H -11.656 -0.296 2.093
H -3.956 3.887 2.969
H -1.521 4.003 4.314
H 4.307 -2.351 -2.714
H 2.747 -3.390 -2.227
H 4.446 -4.056 -1.748
C 7.699 -1.031 -0.110
C 7.910 -2.401 0.514
O 8.260 -3.409 -0.431
C 9.462 -3.196 -1.169
C 10.698 -3.085 -0.292
H 6.920 -1.077 -0.880
H 7.399 -0.306 0.653
H 8.607 -0.656 -0.587
H 6.973 -2.721 0.981
H 8.654 -2.359 1.315
H 9.356 -2.319 -1.817
H 9.577 -4.059 -1.834
H 10.641 -2.234 0.390
H 11.593 -2.962 -0.910
H 10.815 -3.987 0.318
```

Calculated values
* Kohn-Sham gap: 6.5 eV
* total energy: -73658.64355 eV



The following is a DFT calculation (ωB97M-V/def2-TZVPD) of the molecule C5H10O4 in a non-equilibrium geometry.

```
19
C5H10O4, DFT ωB97M-V/def2-TZVPD
C -1.222 -1.541 0.129
C -1.035 -0.054 0.391
O -1.595 0.343 1.646
C 0.786 0.199 0.724
O 1.369 -0.978 1.130
C 1.368 0.794 -0.523
O 1.655 -0.196 -1.489
C 0.158 1.644 -0.994
O -0.175 1.560 -2.189
H -0.815 -2.148 0.944
H -2.288 -1.785 0.083
H -0.756 -1.814 -0.820
H -1.688 0.451 -0.324
H -2.104 -0.388 2.026
H 0.700 0.898 1.556
H 2.246 -1.031 0.700
H 2.249 1.413 -0.338
H 1.272 0.164 -2.324
H -0.124 2.472 -0.328
```

Calculated values
* Kohn-Sham gap: 10.2 eV
* total energy: -13534.60899 eV



The following is a DFT calculation (ωB97M-V/def2-TZVPD) of the ion C5H11NO with charge -1 in a non-equilibrium geometry.

```
18
C5H11NO, DFT ωB97M-V/def2-TZVPD
C 0.523 0.394 -1.566
C 0.577 -1.153 -1.708
C 0.750 0.828 -0.103
N -0.162 0.515 0.842
C 0.275 0.096 2.169
C -1.585 0.285 0.488
O 1.887 1.176 0.261
H 1.282 0.932 -2.122
H -0.538 0.622 -1.730
H 0.782 -1.612 -0.745
H 1.476 -1.303 -2.318
H -0.276 -1.530 -2.267
H 0.651 0.975 2.680
H 0.885 -0.802 2.219
H -0.671 -0.159 2.660
H -1.749 -0.768 0.233
H -1.917 0.916 -0.339
H -2.190 0.589 1.346
```

Calculated values
* Kohn-Sham gap (spin up / spin down): 2.9 / 9.5 eV
* <S²>: 0.75
* total energy: -8899.24666 eV
* charge: -1
* multiplicity: 2



The following is a DFT calculation (ωB97M-V/def2-TZVPD) of a structure of composition C10H15N2O in a non-equilibrium geometry.

```
28
C10H15N2O, DFT ωB97M-V/def2-TZVPD
C 2.996 0.306 0.474
C 2.701 -0.674 -0.580
C 2.009 0.808 1.204
C 1.645 -1.509 -0.330
C -2.889 0.002 0.468
C 0.606 0.233 1.125
C 0.580 -1.254 0.714
C -1.212 -0.036 -0.442
C -1.603 -0.218 -1.860
C -0.366 2.200 0.125
N -0.208 0.823 -0.012
N -0.692 -1.359 -0.017
O -2.891 -0.870 1.267
H 3.992 0.573 0.645
H 3.485 -0.724 -1.281
H 2.368 1.484 1.941
H 1.385 -2.352 -0.791
H -3.699 0.660 0.095
H -0.037 0.253 2.109
H 0.487 -1.754 1.677
H -0.869 -0.692 -2.360
H -1.811 0.788 -2.372
H -2.485 -0.751 -1.989
H -0.773 2.643 1.147
H 0.523 2.796 0.016
H -1.131 2.646 -0.674
H -0.616 -2.011 -0.804
H -1.492 -2.012 0.506
```

Calculated values
* Kohn-Sham gap: 8.7 eV
* total energy: -15629.86447 eV
* charge: +1



The following is a DFT calculation (ωB97M-V/def2-TZVPD) of a cluster of 2 separate species, C19H15Cl3NO3 in total in a non-equilibrium geometry.

```
41
C19H15Cl3NO3, DFT ωB97M-V/def2-TZVPD
Cl -2.217 -8.073 1.985
C -1.859 -9.692 1.413
Cl -2.450 -9.888 -0.225
C -0.368 -9.828 1.376
O 0.263 -9.430 0.427
C 0.305 -10.439 2.536
C -0.442 -11.130 3.499
C 0.211 -11.659 4.603
C 1.574 -11.518 4.748
C 2.307 -10.854 3.783
C 1.678 -10.317 2.684
C -1.876 -11.295 3.302
Cl -2.757 -12.323 4.370
C -2.526 -10.673 2.307
H -0.373 -12.175 5.344
H 2.067 -11.926 5.615
H 3.374 -10.752 3.892
H 2.231 -9.794 1.921
H -3.577 -10.862 2.162
C -6.096 -5.747 -0.572
C -5.460 -6.004 0.778
O -4.648 -4.941 1.206
C -4.233 -5.183 2.493
C -3.165 -4.365 2.985
C -2.540 -4.556 4.215
C -3.018 -5.454 5.187
C -2.357 -5.594 6.370
N -1.230 -4.955 6.680
C -0.757 -4.124 5.753
C -1.352 -3.881 4.552
O -4.708 -6.081 3.181
H -6.506 -6.662 -1.006
H -6.902 -5.017 -0.487
H -5.359 -5.335 -1.263
H -6.213 -6.179 1.558
H -4.814 -6.892 0.759
H -2.787 -3.609 2.324
H -3.912 -6.014 4.979
H -2.744 -6.275 7.113
H 0.181 -3.643 5.983
H -0.906 -3.216 3.837
```

Calculated values
* Kohn-Sham gap: 4.1 eV
* total energy: -65147.23352 eV
* charge: -1



The following is a DFT calculation (ωB97M-V/def2-TZVPD) of a cluster of 2 separate species, C20H34F7N2O7S in total in a non-equilibrium geometry.

```
71
C20H34F7N2O7S, DFT ωB97M-V/def2-TZVPD
C -1.781 -6.175 -0.503
C -1.349 -5.534 -1.812
C -0.161 -4.584 -1.623
C -0.230 -3.374 -2.540
O 0.482 -2.225 -2.081
C 0.064 -1.571 -0.944
S 1.359 -2.057 0.338
C 2.483 -0.739 0.636
O 2.112 -3.125 -0.254
O 0.610 -2.305 1.549
C -1.305 -1.854 -0.365
C -2.267 -0.745 -0.704
C -2.910 -0.954 -2.093
C -3.391 -0.711 0.338
C -4.168 -2.019 0.417
C -5.201 -2.013 1.533
O -5.371 -2.971 2.251
O -5.891 -0.861 1.724
N -1.375 0.506 -0.803
C -1.238 1.376 0.428
F -0.454 0.745 1.311
F -2.449 1.540 0.955
C -0.716 2.836 0.027
F -1.745 3.667 0.271
F -0.459 2.849 -1.302
C 0.504 3.426 0.786
F 1.609 2.739 0.497
F 0.255 3.430 2.095
F 0.665 4.673 0.357
C -0.028 0.004 -1.339
N -0.050 0.194 -2.784
H -2.513 -6.959 -0.680
H -0.945 -6.617 0.031
H -2.258 -5.452 0.158
H -1.092 -6.316 -2.522
H -2.199 -4.989 -2.226
H 0.780 -5.104 -1.760
H -0.165 -4.261 -0.583
H -1.260 -3.117 -2.786
H 0.248 -3.614 -3.486
H 2.080 -0.054 1.357
H 3.367 -1.244 1.008
H 2.763 -0.249 -0.291
H -1.143 -1.789 0.715
H -1.694 -2.851 -0.498
H -2.968 -2.012 -2.311
H -2.397 -0.434 -2.894
H -3.929 -0.572 -2.083
H -4.078 0.098 0.096
H -3.010 -0.483 1.327
H -4.685 -2.256 -0.511
H -3.530 -2.855 0.683
H -6.028 -0.395 0.893
H -1.831 1.106 -1.490
H 0.817 0.565 -0.966
H -0.677 0.937 -3.063
H 0.864 0.471 -3.114
O 4.253 2.602 2.126
C 4.344 3.799 2.055
O 5.331 4.320 1.322
C 5.433 5.723 1.032
C 6.158 6.480 2.122
C 3.401 4.703 2.811
H 4.448 6.142 0.823
H 5.999 5.764 0.103
H 5.618 6.443 3.068
H 6.278 7.525 1.838
H 7.144 6.048 2.286
H 3.793 4.884 3.810
H 2.456 4.185 2.908
H 3.221 5.661 2.328
```

Calculated values
* Kohn-Sham gap: 8.5 eV
* total energy: -68453.63201 eV
* charge: +1